1.
{"formula": "C30H20AsCl6CrINO7SSe", "method": "ωB97M-V/def2-TZVPD", "species": ["Cr", "Cl", "C", "C", "C", "I", "C", "O", "C", "N", "C", "C", "C", "C", "H", "H", "H", "H", "Cl", "C", "C", "C", "Cl", "C", "Cl", "C", "Cl", "C", "Cl", "O", "As", "O", "O", "C", "C", "C", "C", "C", "C", "S", "O", "O", "O", "H", "H", "H", "H", "H", "C", "C", "C", "C", "C", "C", "Se", "C", "C", "C", "H", "H", "H", "H", "H", "H", "H", "H", "H", "H", "H"], "positions_angstrom": [[-0.787252, -0.672716, -0.135702], [4.799204, -4.651059, -1.145082], [3.689176, -3.395508, -0.636562], [4.086151, -2.473370, 0.289514], [3.237138, -1.433342, 0.696293], [3.915962, -0.001381, 2.037557], [1.944365, -1.295315, 0.192164], [1.149801, -0.328846, 0.431544], [1.533658, -2.325017, -0.738261], [0.269737, -2.182957, -1.200575], [-0.159164, -2.945844, -2.174993], [0.639713, -3.961374, -2.724301], [1.894791, -4.173508, -2.224310], [2.391314, -3.336321, -1.203290], [5.082868, -2.535142, 0.706017], [-1.165854, -2.764601, -2.527578], [0.240982, -4.574085, -3.520940], [2.523652, -4.963563, -2.613003], [-2.012617, -3.983590, -0.066842], [-3.195483, -2.743164, -0.419554], [-2.823225, -1.400230, -0.559951], [-3.911223, -0.543974, -0.794626], [-3.692032, 1.163542, -0.986020], [-5.235386, -0.974196, -0.882509], [-6.530616, 0.139699, -1.168270], [-5.536068, -2.320642, -0.749012], [-7.170557, -2.876811, -0.873382], [-4.504501, -3.215688, -0.518372], [-4.882514, -4.899919, -0.359285], [-1.276010, 3.003979, 2.367212], [-2.056275, 1.405539, 2.313185], [-3.661288, 1.569528, 2.447130], [-1.294497, 0.828611, 0.934076], [-1.118057, 0.587687, 3.809197], [-0.614227, 1.445432, 4.781529], [0.160453, 0.959961, 5.826812], [0.451951, -0.393335, 5.897803], [-0.056725, -1.256906, 4.938755], [-0.841668, -0.771035, 3.904315], [-1.534975, -1.956478, 2.754149], [-1.384893, -3.240782, 3.394885], [-2.873702, -1.494562, 2.489504], [-0.654600, -1.857543, 1.553931], [-0.834090, 3.102992, 1.514324], [-0.808712, 2.506948, 4.704385], [0.542982, 1.643879, 6.575304], [1.069552, -0.778983, 6.700048], [0.132381, -2.320767, 4.983282], [3.234294, 5.517971, -2.360694], [2.324825, 4.318819, -2.328379], [0.968086, 4.447689, -2.072297], [0.116080, 3.345442, -2.035888], [-1.333596, 3.561696, -1.708910], [0.627369, 2.061458, -2.270399], [-0.581696, 0.572953, -2.364882], [2.001980, 1.916868, -2.523769], [2.623205, 0.571107, -2.765932], [2.819955, 3.041816, -2.550863], [2.690235, 6.427124, -2.099923], [3.671960, 5.663866, -3.351935], [4.060602, 5.409860, -1.654116], [0.553805, 5.433693, -1.881551], [-1.537682, 4.623639, -1.560410], [-1.605131, 3.017079, -0.801656], [-1.986308, 3.175612, -2.493856], [2.688582, 0.017499, -1.830111], [3.630183, 0.679488, -3.174113], [2.013039, -0.025560, -3.444550], [3.880593, 2.906636, -2.746265]], "forces_ev_per_a": [[0.1, 0.0, 0.5], [0.0, 0.0, 0.0], [-0.1, 0.0, 0.0], [0.0, 0.0, 0.0], [0.0, -0.1, 0.0], [0.0, 0.0, 0.0], [0.0, 0.0, 0.0], [0.0, 0.0, -0.1], [0.0, 0.0, 0.0], [-0.1, 0.0, 0.0], [0.1, -0.1, 0.0], [0.0, 0.0, 0.0], [0.0, 0.0, 0.0], [0.1, 0.0, 0.0], [0.0, 0.0, 0.0], [0.0, 0.0, 0.0], [0.0, 0.0, 0.0], [0.0, 0.0, 0.0], [0.0, 0.0, 0.0], [0.1, -0.1, 0.0], [0.0, 0.0, 0.0], [0.1, 0.1, 0.0], [0.1, 0.0, 0.0], [-0.1, 0.0, 0.0], [0.0, 0.0, 0.0], [0.0, 0.0, 0.0], [0.0, 0.0, 0.0], [-0.1, 0.0, 0.0], [0.0, 0.0, 0.0], [-0.1, 0.2, 0.0], [0.1, -0.3, 0.0], [-0.1, 0.1, 0.1], [-0.2, 0.1, -0.3], [0.0, 0.2, 0.0], [0.1, 0.0, 0.1], [0.0, 0.0, 0.0], [0.0, 0.0, 0.0], [0.1, 0.0, 0.1], [-0.1, -0.1, 0.0], [0.3, 0.0, -0.1], [0.0, 0.0, 0.0], [-0.1, 0.0, 0.0], [-0.1, 0.0, -0.2], [0.1, -0.1, 0.0], [0.0, 0.0, 0.0], [0.0, 0.0, 0.0], [0.0, 0.0, 0.0], [0.0, 0.0, 0.0], [0.0, 0.0, 0.0], [-0.1, 0.0, 0.0], [0.1, 0.0, 0.0], [0.0, 0.0, 0.1], [0.0, 0.0, 0.0], [0.1, 0.0, 0.1], [0.0, -0.1, -0.2], [0.0, 0.0, -0.1], [0.0, 0.0, 0.0], [0.0, 0.0, 0.0], [0.0, 0.0, 0.0], [0.0, 0.0, 0.0], [0.0, 0.0, 0.0], [0.0, 0.0, 0.0], [0.0, 0.0, 0.0], [0.0, 0.0, 0.0], [0.0, 0.0, 0.0], [0.0, -0.1, 0.0], [0.0, 0.0, 0.0], [0.0, 0.0, 0.0], [0.0, 0.0, 0.0]], "s2": 3.797, "energy_ev": -295940.55768, "charge": -2, "e_above_lowest_kcal_mol": 5.9, "multiplicity": 4, "homo_ev": [-2.432, -2.482], "homo_lumo_gap_ev": [6.136, 6.185], "largest_force_ev_per_a": 0.484}

***

2.
{"formula": "C6H10N2O3S", "method": "ωB97M-V/def2-TZVPD", "species": ["C", "C", "C", "C", "C", "C", "N", "N", "O", "O", "O", "S", "H", "H", "H", "H", "H", "H", "H", "H", "H", "H"], "positions_angstrom": [[-2.538217, 1.374551, -0.988428], [-3.054488, 0.429143, -0.071927], [-1.220051, 1.126034, -1.243423], [-2.059048, -0.340307, 0.409010], [2.219215, 1.003949, -0.338747], [2.142693, -0.938978, 1.436711], [-0.621189, 0.261338, -0.307215], [1.991863, -0.414452, 0.053468], [0.029940, -2.161521, 0.135271], [0.612432, -1.078615, -1.924548], [-2.044888, -1.199207, 1.429495], [0.476498, -1.000197, -0.519676], [-3.275633, 1.886257, -1.645795], [-4.146404, 0.360062, 0.136285], [-0.606105, 1.682573, -1.924593], [2.022234, 1.046815, -1.436913], [1.501634, 1.694191, 0.263552], [3.246778, 1.339217, 0.033047], [3.198367, -0.572883, 1.653881], [1.368933, -0.557219, 2.085496], [2.054067, -2.033438, 1.235607], [-1.298623, -1.907309, 1.529433]], "forces_ev_per_a": [[0.1, -0.5, -2.1], [-0.6, -0.7, 0.9], [0.1, 1.1, 0.3], [2.6, 0.6, -0.2], [-0.6, 0.6, 2.0], [2.0, 0.5, -1.8], [-4.5, -2.1, 2.8], [-2.5, -0.9, -0.3], [0.0, -1.2, 1.9], [0.5, -0.1, -1.3], [1.1, -1.1, 0.7], [1.3, 3.3, -3.1], [1.2, 0.2, 0.6], [1.3, -0.2, 0.1], [0.2, -0.2, -0.3], [0.6, 0.3, 1.0], [0.9, -1.0, -1.3], [-1.2, -0.8, -1.1], [-1.4, -0.9, 0.6], [0.0, 0.1, 0.6], [0.5, 0.9, 1.1], [-1.7, 2.1, -1.3]], "smiles": "CN(C)S(=O)(=O)n1cccc1O", "energy_ev": -26338.33120, "charge": 0, "e_above_lowest_kcal_mol": 69.4, "homo_ev": -8.132, "homo_lumo_gap_ev": 8.820, "largest_force_ev_per_a": 5.750}

***

3.
{"formula": "C24H42BCuN6OS", "method": "ωB97M-V/def2-TZVPD", "species": ["Cu", "C", "C", "C", "C", "C", "C", "N", "N", "B", "N", "C", "C", "C", "N", "C", "C", "C", "N", "C", "C", "C", "N", "C", "C", "C", "H", "H", "H", "H", "H", "H", "H", "H", "H", "H", "H", "H", "H", "H", "H", "H", "H", "H", "H", "H", "H", "H", "H", "H", "H", "H", "H", "H", "C", "C", "C", "S", "O", "C", "C", "C", "H", "H", "H", "H", "H", "H", "H", "H", "H", "H", "H", "H", "H", "H"], "positions_angstrom": [[0.143278, 0.210658, 0.124645], [-2.455251, -4.449242, 0.809208], [-1.965506, -3.004329, 0.823646], [-3.059775, -2.081292, 1.377910], [-1.538954, -2.544381, -0.545737], [-1.738816, -3.161474, -1.794593], [-1.182902, -2.293301, -2.712310], [-0.672465, -1.247391, -2.041215], [-0.883494, -1.399098, -0.701269], [0.019627, 0.008765, -2.646113], [1.517359, 0.075045, -2.250090], [2.558290, -0.060130, -3.089687], [3.708773, -0.097595, -2.334037], [3.278112, 0.014005, -0.998815], [1.951293, 0.126231, -0.950980], [4.155165, -0.036074, 0.226856], [3.942323, -1.348069, 0.995868], [3.954302, 1.175686, 1.143124], [-0.769997, 1.291676, -2.246311], [-1.337303, 2.133827, -3.125017], [-2.058606, 3.070842, -2.419251], [-1.879217, 2.720613, -1.069687], [-1.103680, 1.641213, -0.963586], [-2.509149, 3.378518, 0.128925], [-3.170575, 4.702741, -0.238798], [-3.518414, 2.427481, 0.790830], [-2.720426, -4.770201, 1.819097], [-3.346546, -4.543391, 0.182374], [-1.692707, -5.129911, 0.423114], [-1.088748, -2.945380, 1.476059], [-3.976196, -2.197356, 0.789906], [-3.287886, -2.329724, 2.420177], [-2.754867, -1.036902, 1.326032], [-2.236764, -4.095485, -2.001929], [-1.109370, -2.350421, -3.789703], [-0.024848, -0.086582, -3.848569], [2.406769, -0.121354, -4.158463], [4.724861, -0.200446, -2.684290], [5.180662, -0.018774, -0.143690], [2.930253, -1.382134, 1.402618], [4.079039, -2.209611, 0.338414], [4.655319, -1.430530, 1.822436], [2.955397, 1.145700, 1.582438], [4.690189, 1.170150, 1.952731], [4.061485, 2.109732, 0.586719], [-1.187219, 2.006277, -4.186804], [-2.640453, 3.886285, -2.819269], [-1.726407, 3.606457, 0.855800], [-3.995069, 4.546911, -0.940470], [-3.581528, 5.172986, 0.657738], [-2.459132, 5.396180, -0.692574], [-4.372033, 2.270851, 0.124707], [-3.071847, 1.449282, 0.990477], [-3.890487, 2.843420, 1.731621], [2.138713, -0.004044, 5.143795], [0.658268, 0.340557, 5.344224], [-0.272068, -0.402011, 4.390128], [-0.326275, 0.054010, 2.632433], [1.068137, -0.143946, 2.065953], [-0.619055, 1.845778, 2.786885], [0.637960, 2.730774, 2.833021], [0.963819, 3.422899, 1.509011], [2.776087, 0.644225, 5.749278], [2.435597, 0.100890, 4.098056], [2.336148, -1.038111, 5.439858], [0.505790, 1.416657, 5.261742], [0.357801, 0.073153, 6.360443], [-1.324125, -0.312328, 4.683268], [-0.026390, -1.468451, 4.365696], [-1.251391, 1.959131, 3.672320], [-1.221370, 2.073666, 1.910020], [1.501915, 2.139084, 3.139412], [0.483011, 3.487579, 3.605111], [1.090722, 2.705372, 0.701311], [1.895950, 3.986369, 1.600061], [0.171799, 4.119498, 1.214860]], "forces_ev_per_a": [[0.2, 0.1, 0.1], [0.1, 0.0, 0.0], [-0.1, 0.1, -0.1], [0.0, -0.1, 0.0], [0.1, -0.1, 0.1], [-0.2, 0.0, 0.0], [0.1, 0.0, 0.2], [0.0, 0.1, 0.1], [0.1, 0.1, -0.8], [0.0, 0.0, 0.0], [-0.1, 0.0, 0.1], [0.0, 0.0, 0.2], [0.1, 0.0, 0.1], [0.0, 0.0, 0.1], [-0.2, 0.0, -0.9], [-0.2, 0.0, 0.1], [0.0, 0.0, -0.1], [0.0, 0.0, -0.1], [-0.1, -0.1, 0.1], [0.0, 0.0, 0.2], [0.0, 0.1, 0.0], [-0.1, 0.1, 0.0], [0.5, -0.2, -0.7], [-0.1, -0.1, 0.0], [-0.1, 0.0, 0.0], [0.0, 0.0, -0.1], [0.0, 0.0, 0.0], [0.0, 0.0, 0.0], [0.0, 0.0, 0.0], [0.0, 0.1, 0.0], [0.1, 0.0, 0.0], [0.0, 0.0, -0.1], [0.0, 0.0, 0.0], [0.1, 0.1, 0.0], [0.0, 0.0, 0.2], [0.0, 0.0, 0.1], [0.0, 0.0, 0.2], [-0.1, 0.0, 0.0], [0.1, 0.0, 0.0], [0.1, 0.0, 0.0], [0.0, 0.0, 0.0], [-0.1, 0.0, 0.0], [0.1, 0.0, 0.0], [0.0, 0.0, 0.0], [0.0, 0.0, 0.0], [0.0, 0.0, 0.1], [0.1, -0.1, 0.0], [0.0, 0.0, -0.1], [0.1, 0.0, 0.0], [0.0, 0.0, -0.1], [0.0, 0.0, 0.0], [0.1, 0.0, 0.0], [0.0, 0.1, 0.0], [0.0, 0.0, 0.0], [0.0, 0.0, -0.1], [0.2, -0.1, -0.1], [0.0, 0.0, 0.0], [0.1, 0.0, 0.6], [-0.5, 0.2, 0.1], [0.1, 0.0, 0.0], [0.0, 0.0, 0.0], [0.0, 0.1, 0.1], [-0.1, -0.1, 0.0], [0.0, 0.0, 0.1], [0.0, 0.1, 0.0], [0.0, 0.1, 0.0], [0.0, 0.0, 0.0], [0.1, 0.0, 0.1], [-0.1, 0.0, 0.0], [0.0, 0.0, -0.1], [0.0, 0.0, 0.1], [0.0, -0.1, 0.0], [0.0, 0.0, 0.0], [0.0, -0.1, -0.1], [-0.1, 0.0, 0.0], [0.2, -0.1, 0.1]], "energy_ev": -92711.77861, "charge": 0, "e_above_lowest_kcal_mol": 12.4, "homo_ev": -7.897, "homo_lumo_gap_ev": 8.244, "largest_force_ev_per_a": 0.910}